Entry 1:
ORCA calculation (wB97M-V/def2-TZVPD) on C35H48LaNPSSi3 as an isolated structure.

```
90
Properties=species:S:1:pos:R:3:mulliken_charge:R:1
La 0.50819 0.04868 0.61271 1.37
C 3.77656 -2.69975 0.60641 -0.97
Si 3.94356 -0.91241 1.17940 0.17
C 5.79973 -0.62567 1.35197 -1.05
C 3.24131 -0.91608 2.92099 -0.96
C 3.11980 0.25638 0.02829 1.61
Si 3.25613 -0.10998 -1.75924 -0.14
C 2.36629 1.19879 -2.79221 -0.89
C 5.02568 -0.16728 -2.40161 -1.05
C 2.44576 -1.71171 -2.32759 -0.68
Si 3.36550 2.01613 0.43595 -1.16
C 4.76665 2.87680 -0.49047 -1.23
C 3.64876 2.39499 2.24544 -1.04
C 1.81883 3.11245 0.02252 0.55
C 1.88800 4.49585 0.19935 -0.79
C 0.76668 5.28255 0.01362 -0.55
C -0.42621 4.67766 -0.34977 -0.94
C -0.43514 3.30675 -0.50873 -0.20
N 0.64831 2.54764 -0.34112 1.00
H 4.14418 -3.36203 1.39606 0.39
H 4.36098 -2.89931 -0.29538 0.30
H 2.73641 -2.96771 0.39885 0.11
H 6.23236 -1.31670 2.08280 0.36
H 6.01361 0.39399 1.68553 0.27
H 6.30883 -0.77379 0.39521 0.26
H 3.60550 -1.80919 3.43930 0.42
H 2.14612 -0.92505 2.97727 0.23
H 3.54567 -0.03888 3.49170 0.27
H 2.69336 2.21626 -2.56615 0.21
H 1.28474 1.16848 -2.62683 0.06
H 2.54390 1.01436 -3.85663 0.46
H 5.56454 0.75158 -2.16140 0.30
H 5.04527 -0.30661 -3.48732 0.37
H 5.57233 -0.99925 -1.94631 0.27
H 1.38059 -1.75269 -2.07222 -0.06
H 2.91148 -2.60020 -1.90486 0.27
H 2.52595 -1.77213 -3.41805 0.40
H 5.70648 2.34546 -0.31195 0.27
H 4.89369 3.90758 -0.14621 0.32
H 4.59757 2.89819 -1.56970 0.36
H 4.54173 1.90047 2.63673 0.32
H 2.77576 2.08547 2.82766 0.22
H 3.78234 3.47418 2.37397 0.30
H 2.82653 4.94633 0.49764 0.26
H 0.81563 6.35461 0.16354 0.41
H -1.33547 5.24696 -0.48570 0.43
H -1.35468 2.78651 -0.75801 0.08
C -3.41899 1.74224 2.29570 -1.15
C -4.55037 1.27307 1.42293 1.04
C -5.83586 1.76829 1.63715 -0.75
C -6.91358 1.36964 0.86107 -0.67
C -6.71780 0.45402 -0.16062 -0.96
C -5.44463 -0.04838 -0.38869 -0.80
C -4.35680 0.34298 0.38956 0.40
P -2.67518 -0.34473 0.07354 1.38
C -2.86662 -0.96021 -1.66149 0.19
C -2.35849 -0.06759 -2.60963 -1.07
C -2.35525 -0.35316 -3.96603 -0.87
C -2.85632 -1.57166 -4.39610 -0.67
C -3.36281 -2.46756 -3.46849 -0.77
C -3.38940 -2.18752 -2.10244 1.79
C -3.97667 -3.22390 -1.17949 -1.66
C -2.55673 -1.75432 1.21609 0.83
C -3.45507 -1.90580 2.27116 -0.66
C -3.23644 -2.83553 3.27247 -0.83
C -2.08886 -3.62470 3.21176 -0.61
C -1.19912 -3.49874 2.16557 -0.97
C -1.39486 -2.56767 1.12362 0.68
C -0.42519 -2.40375 0.05487 -1.98
H -3.80023 2.27992 3.16463 0.35
H -2.74898 2.41331 1.75340 0.23
H -2.77234 0.93961 2.65469 0.08
H -5.98608 2.48258 2.43875 0.41
H -7.90060 1.77252 1.05427 0.36
H -7.54561 0.13121 -0.77989 0.44
H -5.29975 -0.75122 -1.19854 0.30
H -1.94151 0.87525 -2.26807 0.29
H -1.95215 0.36067 -4.67315 0.43
H -2.85342 -1.82545 -5.44901 0.37
H -3.76169 -3.41733 -3.80784 0.39
H -4.63890 -3.88705 -1.73822 0.52
H -4.53690 -2.78143 -0.35922 0.25
H -3.18499 -3.82675 -0.72911 0.28
H -4.33445 -1.27456 2.31964 0.36
H -3.93312 -2.92938 4.09503 0.41
H -1.89161 -4.34783 3.99500 0.35
H -0.31452 -4.12580 2.12900 0.39
H -0.85563 -2.25873 -0.93628 0.31
H 0.32484 -3.19525 0.01547 0.52
S -0.02706 1.19200 2.85149 -0.84
```

Properties
* 2S+1: 1
* total charge: -1
* LUMO energy: 2.5 eV
* Kohn-Sham gap: 6.0000 eV



Entry 2:
ORCA calculation (wB97M-V/def2-TZVPD) on C35H48N2O2PPdS2Sb2 as an isolated structure.

```
93
Properties=species:S:1:pos:R:3:mulliken_charge:R:1
Pd 0.20522 -0.87756 -0.03841 0.09
C 2.54178 -6.73884 2.36303 -1.32
C 2.25487 -5.25796 2.40569 -0.16
O 1.29134 -4.95297 1.38241 -0.25
P 0.71152 -3.47760 1.28632 1.10
S -0.40290 -3.34077 -0.33854 -0.52
S 2.11487 -2.06495 1.29988 -0.54
O -0.12547 -3.27518 2.64134 -0.09
C -1.39804 -3.90966 2.84475 -0.16
C -1.24613 -5.22656 3.57234 -1.30
H 3.26886 -7.00510 3.12925 0.39
H 2.94335 -7.02187 1.39153 0.31
H 1.63293 -7.31420 2.54048 0.30
H 3.15590 -4.66817 2.21342 0.38
H 1.85235 -4.95646 3.37762 0.26
H -1.89282 -4.03277 1.87563 0.30
H -1.98540 -3.19813 3.43092 0.29
H -0.68080 -5.94002 2.97282 0.24
H -2.22564 -5.65839 3.77504 0.43
H -0.73524 -5.08125 4.52359 0.30
C -0.06656 0.05165 4.11658 -1.01
C 1.40268 0.45983 4.21498 -0.43
C 1.71490 1.78269 3.55533 -1.19
Sb 1.44823 1.54233 1.27221 0.75
C 0.78898 3.56410 1.03736 0.83
C -0.47860 3.96970 0.63990 0.04
C -0.78162 5.31535 0.49133 -0.89
C 0.18235 6.27828 0.74246 -0.73
C 1.45055 5.88600 1.14188 -0.62
C 1.74589 4.53961 1.28443 -0.76
C 2.11093 1.48722 -0.95948 0.08
C 3.10655 0.58264 -1.31908 -0.53
C 3.68156 0.62493 -2.58015 -0.44
C 3.26882 1.57623 -3.50138 -0.63
C 2.28032 2.48398 -3.15463 -0.48
C 1.70956 2.44709 -1.88687 -0.21
Sb -0.97485 0.11718 2.12495 -0.48
C -2.26848 1.79776 2.37232 0.44
C -1.97002 2.78395 3.30106 0.02
C -2.78850 3.88997 3.45049 -0.83
C -3.92705 4.01870 2.67106 -0.53
C -4.24437 3.02791 1.75620 -0.64
C -3.42220 1.92171 1.61015 -0.31
C -1.72871 0.07452 -0.66473 1.85
C -2.86410 -0.73023 -0.77447 -1.21
C -3.92186 -0.37561 -1.60326 -0.75
C -3.86295 0.79423 -2.34558 -0.84
C -2.73875 1.60219 -2.25964 -0.93
C -1.68345 1.23841 -1.43510 0.85
H -0.69669 0.67029 4.76066 0.56
H -0.18668 -0.98907 4.42968 0.48
H 2.01366 -0.33417 3.76759 0.11
H 1.68383 0.49692 5.27433 0.47
H 2.74155 2.10775 3.71565 0.59
H 1.03275 2.58894 3.82701 0.40
H -1.25161 3.23813 0.44690 0.20
H -1.77742 5.60675 0.18349 0.46
H -0.05303 7.32825 0.62909 0.40
H 2.21235 6.62825 1.34005 0.40
H 2.74859 4.26400 1.58674 0.42
H 3.43609 -0.17015 -0.60607 0.26
H 4.46211 -0.08069 -2.84012 0.43
H 3.72186 1.61206 -4.48365 0.45
H 1.95588 3.23373 -3.86568 0.40
H 0.95671 3.18788 -1.63986 0.20
H -1.08026 2.71507 3.91148 0.11
H -2.52852 4.65682 4.16764 0.41
H -4.56637 4.88428 2.78037 0.40
H -5.13681 3.11119 1.14968 0.43
H -3.68624 1.16527 0.88084 0.44
H -2.93087 -1.64959 -0.19617 0.16
H -4.79308 -1.01654 -1.66747 0.44
H -4.68478 1.07126 -2.99243 0.43
H -2.68063 2.51465 -2.84160 0.50
H -0.80956 1.88378 -1.39677 -0.03
C 1.59152 -2.79839 -5.22603 -1.85
C 0.73744 -1.70039 -4.59725 1.79
C 1.15136 -0.34002 -5.16422 -1.54
C -0.74170 -1.96066 -4.87129 -1.86
N 0.96239 -1.82725 -3.14046 -0.55
N 0.26369 -0.88444 -2.34509 0.67
H 1.48038 -2.79333 -6.30958 0.40
H 1.30035 -3.77501 -4.84329 0.41
H 2.64721 -2.64478 -4.99863 0.40
H 0.97403 -0.30651 -6.23862 0.52
H 2.21132 -0.15637 -4.98730 0.30
H 0.58985 0.48565 -4.72240 0.27
H -0.90673 -2.09241 -5.94092 0.50
H -1.37120 -1.12996 -4.54612 0.30
H -1.06589 -2.86485 -4.35756 0.38
H 1.94726 -1.68997 -2.93299 0.22
H -0.72832 -1.08229 -2.40004 0.13
H 0.40441 0.08202 -2.64698 -0.51
```

Properties
* 2S+1: 4
* energy above the lowest of the compared OMol25 structures with the same formula, charge and spin: 40.78 kJ/mol
* total charge: 0
* LUMO energy (alpha / beta): 0.2 / -1.3 eV
* Kohn-Sham gap (alpha / beta): 6.3703 / 6.2995 eV



Calculated values (eV/A) of maximum force for the records, taken in order: 0.92, 0.87.
Calculated values (Da) of molar mass for the records, taken in order: 768.98, 973.83.